Record 1
Density functional theory data (ωB97M-V/def2-TZVPD) for C51H63N5O4STm as an isolated structure.

max |F| = 3.916 eV/Å
highest occupied orbital energy (spin up / spin down) = -0.14202 / -0.14334 Ha
2S+1 = 3
total charge = -1
orbital gap (spin up / spin down) = 5.48 / 5.51 eV
energy = -109921.3830 eV
M = 1011.1 Da

```
125
Properties=species:S:1:pos:R:3:forces:R:3
Tm 0.152 0.208 0.648 0.1363 0.5363 -1.3649
S 2.858 -1.077 1.021 -0.8011 0.4357 -0.4459
O -0.857 -2.375 2.987 -0.0709 -0.7084 -0.4266
O -1.031 -0.005 2.467 -2.1676 -0.4660 2.0419
O -0.367 -2.095 0.822 0.0773 -1.1164 1.1054
O 2.158 -3.805 -0.691 0.0125 -0.0565 0.1987
N 0.636 -0.368 -1.634 0.8728 -1.0679 -3.1227
N 1.558 2.005 -0.289 0.2499 1.8271 0.4319
N 1.672 0.695 2.672 -0.9061 0.5622 0.9101
N -2.071 -0.005 -0.558 -1.4142 -1.4370 -1.6534
N -1.041 2.263 1.012 0.7847 1.7125 -0.4721
C 1.453 -6.014 2.420 1.3899 0.4866 1.2542
C 2.102 -1.290 -3.242 -1.0028 -0.4673 -0.8675
C -2.399 2.419 1.204 0.1101 -0.6874 -0.4703
C -4.441 3.544 3.836 1.9277 0.0852 1.8657
C -3.735 -1.075 -1.894 -0.8187 0.8087 0.9537
C -1.063 6.697 1.748 0.5125 -0.6401 0.0185
C 1.512 -3.970 3.804 0.1841 0.2190 1.4693
C 0.043 -1.448 -2.339 -1.1519 0.6847 2.6378
C 3.796 4.907 0.815 -1.9146 -0.5499 0.0874
C 2.798 0.890 -2.135 -2.3943 -1.0601 1.1188
C 4.667 3.244 -1.911 -0.5052 0.8953 0.1656
C 0.113 -6.314 0.499 -0.9214 0.6836 0.6912
C -0.515 -5.074 0.793 -0.3770 -1.1300 -2.2972
C -5.710 0.369 -1.156 -0.9687 0.0170 -0.1614
C 1.148 -6.760 1.302 -0.1557 -1.2565 0.2457
C -1.756 -4.652 -0.029 0.0166 -0.1034 0.8472
C -0.076 -3.151 -5.330 0.3386 2.0782 0.4921
C -5.687 1.856 -1.574 -1.1166 0.2790 0.2957
C -2.360 -1.007 -1.552 3.4954 0.3208 1.5124
C 3.123 3.689 0.140 0.5580 0.5885 0.3762
C 2.568 -0.270 2.511 1.6573 -1.1553 1.4320
C -4.385 -1.910 -2.949 -0.0554 0.6997 -1.4798
C 0.628 -3.378 -3.993 -0.3235 -0.5505 0.6537
C -2.654 3.596 1.991 0.9368 1.0593 1.0609
C -3.463 1.635 0.640 1.4174 -0.2927 0.9891
C 1.792 -8.131 1.015 -1.0665 0.1895 -0.0671
C -4.360 -0.191 -1.063 1.6571 1.7063 1.3655
C 0.947 3.803 1.407 0.1401 -1.2275 -0.4741
C 1.794 3.193 0.463 0.8751 -1.6356 -0.0547
C -0.479 -2.839 1.860 0.2696 2.4940 -0.3620
C 0.913 -4.744 2.697 0.8009 -1.0042 -1.5413
C 2.621 1.918 -1.183 -1.5339 -1.7374 0.7875
C -4.015 4.110 2.507 1.3178 0.0177 -2.2889
C 3.562 -0.519 -5.272 -1.7946 0.2511 0.2650
C 2.417 1.075 4.968 -0.6674 -0.2479 -1.0960
C 3.355 0.035 4.833 0.2190 -1.4566 -0.5285
C 2.970 6.188 0.551 0.6850 0.3021 -0.9547
C 4.020 3.726 -3.290 0.6795 -0.1006 1.4894
C -1.310 -1.858 -2.106 0.2906 2.1666 0.6257
C 1.528 1.290 3.903 2.0145 -0.5326 -0.3556
C -0.009 -4.232 1.765 -0.1142 -0.8654 0.9708
C -1.419 4.210 2.201 -0.5325 -1.1102 -1.0475
C 3.571 2.919 -0.888 1.6606 2.0150 -1.2923
C -0.380 3.426 1.514 -3.5084 -1.6269 0.6163
C 3.368 -0.695 3.633 0.8262 0.4898 1.2702
C -5.421 -2.832 -2.349 0.3985 0.6707 1.7851
C -1.187 5.538 2.778 -0.6357 1.4036 1.1931
C 0.940 -2.076 -3.262 1.3347 -0.0998 0.2276
C 3.389 -1.437 -4.032 0.2054 -0.0731 0.3099
C 1.860 -0.212 -2.314 0.1522 1.3567 1.2547
C -3.302 0.523 -0.214 0.2069 -1.2630 -1.6501
H -6.248 0.318 -0.197 0.1418 -0.1374 -0.0943
H 1.676 -4.618 4.702 -0.0786 0.3421 -0.7176
H 5.356 4.071 -1.570 -0.5960 -1.0616 -0.1082
H -0.133 -4.040 -5.913 -0.1855 -0.6525 -0.5299
H 5.242 2.329 -2.096 0.1290 0.3162 -0.0230
H 1.297 4.552 2.140 -0.0266 -0.1876 -0.9705
H -0.263 5.560 3.406 -0.6904 -0.0690 -0.2453
H -2.645 -4.924 0.579 0.3130 0.1476 -0.2671
H 3.760 4.814 -3.269 0.2028 -0.9699 -0.0445
H -0.292 -7.007 -0.249 0.1177 0.5870 0.0301
H -1.559 -2.890 -2.282 -0.3113 -0.0694 -1.0243
H 2.350 1.689 5.848 -0.0982 0.0049 0.2401
H -6.311 -2.271 -1.955 0.7296 -0.7254 -0.5391
H 3.658 0.919 -2.781 0.2073 -0.0852 0.0608
H 2.668 6.659 1.472 -0.2468 0.2763 0.2462
H 2.859 -8.042 0.898 0.5116 0.0484 0.0841
H 2.102 5.960 -0.064 -0.1564 0.1077 0.1334
H -3.923 2.588 4.069 -0.4895 0.2819 -0.5497
H 0.793 2.062 4.006 -0.5251 0.1641 -0.2664
H 1.539 -3.963 -4.158 0.1165 0.3513 0.0054
H -4.910 -3.285 -1.481 -0.5408 -0.1135 -0.1729
H -2.077 5.771 3.454 1.2254 -0.1503 -0.5674
H 2.520 -3.345 0.094 -0.4527 -0.0857 -0.4539
H 3.760 4.763 1.921 0.6023 -0.2026 -0.8035
H 2.482 -3.483 3.582 -0.5336 -0.2882 -0.2435
H 4.239 -1.210 -3.364 -0.3588 -0.1725 -0.0536
H -4.686 3.865 1.667 -0.2956 0.0859 0.5670
H -4.440 1.903 1.048 0.1460 -0.2088 -0.5239
H 2.272 -6.343 3.126 -0.9798 0.1479 -0.8612
H -5.673 2.485 -0.657 0.2633 -0.2476 -0.7692
H -1.022 -1.100 2.836 -0.0860 1.0119 -0.5049
H -0.118 6.577 1.152 -1.0603 0.2049 0.3357
H -1.758 -3.545 -0.103 -0.1588 -0.8076 -0.4560
H 1.194 -3.696 -0.632 0.5247 0.2014 0.1803
H -1.886 -5.196 -0.994 0.4413 0.5943 0.5843
H -4.857 2.122 -2.233 -0.0637 -0.1257 0.1870
H -6.293 -0.257 -1.849 0.0369 0.4768 0.0153
H 4.024 -0.327 5.672 -0.8487 0.7745 -1.0074
H 2.788 -0.788 -6.057 1.0334 0.3441 0.7277
H -6.640 2.091 -2.082 0.3707 0.0403 0.0613
H 4.787 5.108 0.437 0.4392 -0.5281 0.2173
H -1.950 6.794 1.121 0.1417 -0.4798 -0.3366
H 3.136 3.114 -3.472 0.0329 0.2576 -0.2352
H 0.520 -2.365 -5.850 -0.4245 -0.6613 -0.0869
H -4.042 4.179 4.679 -0.5015 -0.2815 -0.7886
H -5.485 3.414 4.011 -0.8459 0.0182 -0.1643
H 4.794 3.505 -4.021 -0.1968 0.3214 -0.5107
H -3.576 -2.481 -3.438 -0.4562 0.0401 0.0721
H 4.093 -1.551 3.556 -0.9968 1.0039 -0.2500
H 3.506 -2.498 -4.292 -0.0211 0.2369 -0.1517
H -3.894 5.207 2.448 -0.5301 -0.3320 0.5294
H -1.862 0.454 2.780 1.5646 -0.7738 -0.7443
H 0.800 -3.211 4.093 0.1610 0.3488 0.2742
H -4.895 -1.317 -3.800 0.9601 -0.4468 1.2855
H 3.587 6.907 -0.027 -0.3995 -0.1955 0.3536
H -5.661 -3.598 -3.033 -0.7518 -0.8754 -0.7446
H -0.003 -4.094 -3.381 0.5788 1.0314 -0.2734
H 1.579 -8.925 1.783 0.0936 0.9018 -0.6411
H 1.392 -8.453 0.035 0.2312 -0.1583 0.5099
H -1.054 7.632 2.282 0.4467 0.4852 0.3216
H 4.577 -0.607 -5.660 -0.1136 0.1024 -0.1486
H -1.069 -2.687 -5.165 0.3556 -0.4506 -0.1452
H 3.339 0.542 -4.948 0.4097 -1.0300 -0.5451
```
Positions in Å, forces in eV/Å.

Results of the Mulliken charge analysis, in e, for atoms 1 through 8: 0.39, -0.52, -0.84, -0.31, 0.36, -0.72, -0.06, -0.10

Record 2
Density functional theory data (ωB97M-V/def2-TZVPD) for a 6-piece molecular cluster, C51H64BF4N9O overall.

max |F| = 4.388 eV/Å
highest occupied orbital energy = -0.81119 Ha
total charge = +8
orbital gap = 7.56 eV
energy = -80847.5070 eV
M = 905.9 Da

```
130
Properties=species:S:1:pos:R:3:forces:R:3
F 2.111 0.914 -1.720 -0.0757 -0.1110 -0.0942
F 0.033 1.640 -1.287 -1.2521 1.5700 0.7719
F 0.341 -0.521 -1.668 -0.6059 -2.1405 0.7700
F 0.521 0.827 -3.380 -0.4058 0.5967 -1.3874
O -3.673 -0.060 -5.497 -0.0893 1.6667 1.3877
N -3.947 5.583 -5.539 -0.0498 -0.3780 0.3887
N -0.578 -13.592 4.413 -0.0573 -1.5348 1.5780
N 9.093 -2.612 4.224 -0.6153 -0.9173 -2.1567
N -10.106 8.806 -7.105 1.7537 -1.5528 2.0016
N 5.061 -4.826 -1.155 -0.2056 1.5082 0.8493
N 1.043 4.158 3.160 0.9279 -1.7892 2.7398
N -2.543 -1.819 -4.350 -0.9845 -0.0156 1.3317
N -0.383 -6.841 2.448 -0.4243 0.6423 0.0026
N 2.751 10.769 4.604 -2.0711 -1.9889 -0.4673
C 1.510 4.941 2.193 0.5143 1.4001 -0.4773
C 1.075 9.028 4.738 0.8021 0.2231 -1.5775
C 7.561 -2.021 2.394 1.6543 -1.7247 1.0941
C 7.332 -3.401 2.179 0.3359 0.8458 -0.1787
C -5.702 5.993 -7.074 -1.1302 0.9136 1.2405
C -3.248 -1.138 -5.545 0.2412 -2.6698 -1.6636
C -8.766 6.831 -7.036 -0.6579 0.5122 0.3154
C 3.525 9.914 3.825 -0.1051 3.0251 1.9328
C 8.964 -3.944 3.970 -2.3787 0.9107 -1.7874
C -3.434 -1.889 -3.086 0.0155 1.4528 -0.7989
C -1.086 -12.707 5.234 0.0252 2.9097 -0.2059
C -0.062 -7.133 3.728 -0.9596 -1.2646 -0.1248
C -0.903 -9.074 1.908 -0.0573 2.0065 -0.2611
C 9.868 -2.176 5.354 0.6641 -0.3202 1.3476
C 0.801 4.602 4.440 0.1867 1.9702 -1.6040
C -0.140 -13.284 3.218 1.3092 1.1047 -2.0644
C 1.491 6.793 3.711 0.1461 0.1904 -1.2415
C -0.603 -10.910 3.592 0.1962 -1.4573 0.4963
C -0.047 -11.965 2.760 -1.2057 1.1398 1.3517
C -0.645 -9.430 3.234 0.6955 -0.7006 -0.6076
C 1.499 10.349 4.980 0.7320 -1.5273 0.1510
C -3.360 -2.036 -6.717 -0.7036 -0.1591 -1.7200
C 4.273 -5.406 -2.246 -0.6754 0.1736 -0.7194
C -4.432 6.486 -4.659 -1.3034 -0.0447 -1.6502
C 6.124 -5.502 -0.704 -0.5226 0.0299 1.6174
C 4.638 -3.670 -0.513 1.5670 -0.3277 0.3053
C -0.264 -8.427 4.161 0.0420 -0.5042 -0.3992
C -7.738 8.972 -6.448 -3.2918 0.2190 -0.3161
C -0.456 -15.037 4.892 -1.0945 0.8067 0.0568
C -0.310 -5.487 1.993 1.6104 1.6889 -1.2400
C -6.360 6.949 -6.146 2.9196 -2.4806 -2.1398
C 1.737 6.303 2.438 -1.0057 -0.8708 0.3069
C 1.859 8.203 3.897 -1.2035 1.2102 2.9978
C 6.727 -5.107 0.496 0.2395 0.1751 -0.6958
C 8.069 -4.324 2.906 1.7809 0.1208 2.3427
C -9.036 9.546 -6.632 0.0247 -1.6531 -0.6484
C 0.958 5.989 4.690 -0.0128 -1.9876 0.8048
C 3.106 12.148 4.951 1.0511 0.6876 -1.0403
C -1.125 -11.322 4.828 -0.6470 -1.6452 -0.2372
C -2.735 4.810 -5.108 0.2871 0.8812 -0.4788
C -9.991 7.464 -7.291 1.2714 1.0011 0.5165
C -0.844 -7.690 1.533 0.3943 -3.6875 1.3745
C 3.090 8.685 3.520 0.2836 -2.0475 -0.9187
C -5.588 7.224 -5.004 -1.0648 -0.3921 0.2006
C 6.443 -3.873 1.098 -0.3480 -0.3115 -1.3324
C 8.519 -1.721 3.388 -2.1631 0.6817 -0.0343
C 5.401 -3.109 0.532 -0.4439 -1.3119 -0.5735
C -4.533 5.327 -6.752 -0.4439 0.8854 1.3752
C -11.461 9.371 -7.028 0.4683 1.5193 -0.4525
C -7.658 7.568 -6.572 0.5410 0.9385 0.3273
C 1.065 2.617 3.004 -0.9590 1.4658 -1.8643
B 0.726 0.747 -2.031 2.0216 -0.2474 0.1075
H 2.208 12.757 5.060 0.1375 -0.2156 0.0873
H -1.780 -10.659 5.373 0.3947 0.1453 0.5234
H -11.454 9.977 -7.934 -1.0378 0.2836 0.1702
H 3.899 -4.634 -2.919 -0.2032 0.2115 0.4379
H -4.042 4.541 -7.306 -0.1967 0.2184 -0.4107
H 6.291 -6.445 -1.202 0.5281 0.0654 -0.0405
H 1.782 4.478 1.256 -0.2613 -0.0970 -0.1248
H -11.456 9.990 -6.131 -0.3539 0.1380 -0.2201
H -3.948 6.502 -3.694 0.0205 0.4122 -0.0575
H 0.416 -4.906 2.562 -0.7619 0.1101 0.7241
H -6.067 7.906 -4.318 0.5329 0.1163 0.4869
H -3.892 -2.982 -6.609 0.0457 -0.0726 0.7679
H -2.803 -2.087 -2.219 -0.1786 -0.0268 -0.2210
H -6.201 5.779 -8.008 0.1177 -0.1009 -0.1298
H 3.736 7.947 3.069 0.4547 0.4538 -0.3999
H -0.070 -8.699 5.188 0.1271 0.0879 0.0612
H 9.951 -1.092 5.432 -0.0495 -0.2304 -0.2049
H 3.721 -3.200 -0.838 0.0934 -0.0209 -0.4045
H -1.294 -15.188 5.572 -0.0612 -0.1434 -0.1768
H 4.835 -6.041 -2.930 0.4106 -0.1544 0.6009
H 0.210 -14.153 2.682 0.1683 0.2886 -0.5183
H 9.380 -4.664 4.659 0.3711 0.0750 -0.0907
H -2.880 4.398 -4.109 -0.1036 -0.1244 -0.2888
H 3.465 -5.966 -1.775 -0.0511 -0.0086 -0.3239
H 0.374 -11.685 1.805 0.0985 -0.4886 -0.0970
H -1.750 -1.242 -4.111 0.6465 0.5100 0.3065
H 0.517 3.824 5.134 -0.1356 0.3465 0.2332
H -3.959 -1.501 -7.453 -0.0970 0.1671 0.1166
H 0.798 6.409 5.672 -0.1510 -0.3053 0.1954
H 1.942 7.101 1.740 0.5164 -0.8082 -0.8084
H -1.145 -9.799 1.146 -0.1687 -0.0726 0.0697
H 8.541 -0.683 3.687 0.8145 0.0793 0.0088
H -3.824 -0.871 -3.091 0.0933 0.0454 0.7060
H 0.245 -5.495 1.055 -0.3833 -0.1603 -0.4096
H -2.181 -2.736 -4.569 0.0193 -0.3272 -0.5154
H -4.327 -2.507 -3.173 0.5692 -0.5215 -0.3777
H 5.128 -2.143 0.932 -0.1984 -0.0244 -0.0446
H 9.361 -2.592 6.224 0.0979 0.3083 0.2400
H 1.286 2.016 3.886 0.2124 0.7474 0.0778
H -1.923 5.537 -5.095 0.0645 -0.0618 0.2308
H -1.054 -7.364 0.525 -0.0329 0.2517 0.1526
H -1.275 -5.018 1.802 0.0854 -0.0487 0.5433
H 3.668 12.493 4.082 -0.0656 0.4355 0.1069
H 0.064 2.403 2.629 -0.0020 -0.3620 0.2051
H -6.995 9.679 -6.109 0.3990 -0.4251 0.0486
H 3.777 12.247 5.803 -0.2705 -0.4229 0.1891
H 1.727 2.452 2.153 0.1741 -0.3611 0.3687
H 0.269 -6.333 4.374 0.0017 0.0500 -0.1426
H 10.845 -2.657 5.307 0.1108 0.3089 -0.0329
H 0.867 10.987 5.580 0.2669 0.4015 -0.0524
H 0.129 8.608 5.047 -0.1964 0.6432 0.3859
H -9.313 10.541 -6.315 0.3305 0.2580 -0.2836
H -10.937 6.981 -7.485 0.2543 -0.3889 -0.3108
H -0.610 -15.644 4.000 0.5188 -0.2819 0.3775
H 4.505 10.302 3.590 0.0668 -0.0786 -0.1502
H -8.804 5.752 -7.040 0.3836 -0.0777 -0.1482
H 0.442 -15.155 5.498 0.2540 -0.0949 -0.6459
H 8.004 -5.394 2.778 -0.2377 0.0473 -0.0915
H -2.476 -2.285 -7.305 0.6209 0.1544 0.6220
H -1.382 -13.089 6.200 -0.3418 0.3444 0.0772
H -2.438 4.079 -5.860 -0.4604 -0.1290 0.2117
H -12.291 8.667 -6.970 0.5038 -0.2432 -0.2482
H 7.119 -1.237 1.798 0.0134 0.0425 0.1523
H 7.512 -5.710 0.927 -0.0070 -0.1784 -0.4393
```
Positions in Å, forces in eV/Å.

Results of the Mulliken charge analysis, in e, for atoms 1 through 8: -0.43, -0.38, -0.41, -0.38, -0.38, 0.04, -0.06, 0.05

These records have energy relative to the best compared isomer or geometry (same formula, charge and spin) values of 0.0000 0.0000 eV, in the order they appear.